# 1
This record from the OMol25 dataset describes C58H45N14NaS as an isolated structure in a non-equilibrium geometry. The level of theory is wB97M-V/def2-TZVPD.

The geometry in XYZ format:
```
119
Properties=species:S:1:pos:R:3:lowdin_charge:R:1
S 1.443 -4.010 -4.437 1.02
Na -0.832 0.933 1.233 0.26
N -2.068 -0.036 -0.886 0.06
N -2.510 -0.183 1.696 0.05
N 1.670 -1.716 0.613 0.19
N -3.501 0.413 -0.665 0.01
N 0.003 2.095 -0.184 0.08
N -1.909 -2.565 -0.263 0.16
N 0.122 -3.757 -2.098 0.14
N 0.999 0.881 2.365 0.08
N -0.892 1.527 -2.388 0.19
N 1.408 3.114 1.567 0.15
N 1.263 -1.181 3.646 0.19
N 0.877 -1.808 -3.155 0.14
N -5.049 -1.112 -1.592 -0.13
N -0.229 -1.185 1.771 0.00
C 1.837 -0.137 -4.685 -0.01
C -1.236 -4.962 1.549 -0.08
C -5.165 0.167 -2.184 -0.08
C -1.545 0.424 -2.156 -0.28
C -1.646 -2.547 1.002 -0.14
C -4.222 0.998 -1.749 -0.08
C -6.240 -1.806 -1.160 -0.09
C -0.901 -3.625 1.728 -0.13
C 0.462 -1.897 2.811 -0.31
C 1.821 5.965 -1.889 -0.14
C 2.651 -2.282 -6.316 -0.12
C -2.462 -1.706 -2.530 -0.13
C 3.538 1.832 6.134 -0.12
C 2.905 0.757 5.521 -0.04
C -1.923 -0.571 -3.152 -0.13
C 0.570 -4.290 3.587 -0.06
C 2.655 -1.814 -0.374 -0.15
C 2.371 -4.309 -0.061 -0.21
C 2.528 0.089 -5.865 -0.10
C 0.737 -3.082 -3.082 -0.67
C 2.892 3.315 4.330 -0.04
C 4.689 -2.254 -2.250 -0.10
C 2.259 2.245 3.716 -0.11
C 3.395 -0.730 -0.872 -0.16
C 0.096 -3.245 2.741 -0.16
C 3.529 3.103 5.548 -0.12
C -0.704 -5.957 2.355 -0.14
C -2.551 -1.483 -1.030 -0.26
C 1.043 4.035 -0.707 -0.13
C 4.400 -0.977 -1.805 -0.06
C -0.272 2.357 -1.515 -0.30
C 3.251 0.664 -0.324 -0.19
C -3.137 -0.957 3.754 -0.02
C 4.309 0.918 0.758 -0.08
C -3.974 -0.988 -0.616 -0.18
C 1.953 -2.503 -5.139 -0.49
C 1.550 -1.445 -4.306 -0.31
C -2.886 -2.795 -3.263 -0.05
C 0.377 3.579 -1.876 -0.13
C -2.765 -2.765 -4.649 -0.11
C -2.216 -1.642 -5.275 -0.10
C 3.992 -3.325 -1.704 -0.07
C 0.443 4.334 -3.059 -0.06
C 1.161 5.513 -3.054 -0.14
C 0.812 3.035 0.323 -0.31
C 2.257 0.972 4.310 -0.11
C 2.941 -0.971 -6.676 -0.12
C 1.770 5.227 -0.720 -0.05
C -1.705 -1.336 1.989 -0.30
C -2.137 -1.756 3.389 0.05
C 2.998 -3.125 -0.756 -0.20
C 1.463 0.101 3.433 -0.28
C 0.180 -5.592 3.392 -0.14
C 3.057 -4.564 1.287 -0.08
C -1.789 -0.547 -4.541 -0.03
C 0.536 -1.177 0.562 -0.11
C 1.485 2.127 2.451 -0.34
C -3.310 0.013 2.661 -0.10
H 2.753 1.109 -6.156 0.09
H 0.565 -6.365 4.051 0.09
H -4.001 2.004 -2.073 0.11
H 4.962 -0.130 -2.189 0.11
H 1.223 6.107 -3.960 0.08
H -3.297 -3.666 -2.761 0.11
H 2.283 5.555 0.178 0.10
H 5.459 -2.419 -2.995 0.09
H 2.971 -3.112 -6.936 0.09
H 2.963 -3.679 1.922 0.07
H -0.047 -4.737 -2.235 0.09
H -0.985 -6.993 2.211 0.07
H 2.472 -5.192 -0.699 0.10
H 2.908 -0.230 5.967 0.10
H 4.171 0.219 1.590 0.08
H 4.228 -4.341 -2.006 0.10
H 2.880 4.292 3.860 0.10
H -3.091 -3.611 -5.244 0.08
H 1.508 0.681 -4.050 0.11
H 3.489 -0.775 -7.590 0.08
H 1.259 -4.026 4.382 0.10
H -1.349 0.320 -5.018 0.11
H -2.122 -1.632 -6.356 0.09
H -6.649 -1.410 -0.216 0.08
H 5.318 0.776 0.355 0.06
H 2.596 -5.408 1.809 0.06
H -5.951 0.353 -2.903 0.11
H 4.120 -4.777 1.139 0.07
H 4.043 1.691 7.084 0.08
H 1.307 -4.141 0.111 0.07
H -4.043 0.815 2.599 0.12
H -1.960 -5.208 0.777 0.10
H -0.063 3.987 -3.954 0.09
H -7.008 -1.723 -1.931 0.08
H -1.755 -2.591 3.948 0.12
H 4.021 3.927 6.052 0.08
H -4.300 -1.328 0.375 0.14
H 2.267 0.817 0.104 0.07
H -6.021 -2.865 -1.016 0.08
H 0.098 -0.739 -0.336 0.13
H -3.693 -1.001 4.679 0.09
H 3.371 1.390 -1.134 0.12
H 4.221 1.933 1.151 0.07
H -0.455 -3.297 -1.386 0.07
H 2.375 6.897 -1.920 0.07
```

Computed properties:
HOMO level ... -0.1 eV
Gap between HOMO and LUMO ... 3.42 eV
Charge ... -2

# 2
This record from the OMol25 dataset describes C27H34MoN2O2S as an isolated structure. The level of theory is wB97M-V/def2-TZVPD.

The geometry in XYZ format:
```
67
Properties=species:S:1:pos:R:3:lowdin_spin:R:1
Mo -1.385 1.798 0.499 1.68
S -3.301 3.584 -0.858 0.02
O -0.646 -0.991 -1.069 0.00
O -2.947 2.020 -0.630 0.14
N 0.720 0.844 -1.531 0.05
N -1.140 -0.187 1.061 0.01
C 2.984 -1.456 -4.318 0.02
C -0.625 5.779 1.208 0.00
C 0.399 -4.017 3.975 0.00
C -2.289 4.210 0.460 0.00
C -0.757 5.334 2.531 0.00
C -0.715 -2.751 2.156 0.01
C 2.314 -2.736 -4.818 0.00
C 2.223 -0.687 -3.348 0.03
C -2.463 3.756 1.796 0.01
C 3.598 -0.651 -5.467 0.00
C -0.087 1.503 -0.754 -0.09
C 1.180 -1.284 -2.560 0.03
C -1.936 -4.593 3.206 0.00
C -4.988 3.699 -0.323 0.00
C -1.149 -1.669 2.949 0.00
C 0.453 -0.556 -1.697 -0.02
C 0.041 -5.118 1.747 0.00
C -1.675 4.293 2.800 0.01
C 2.525 0.702 -3.087 0.04
C 1.804 1.433 -2.230 -0.04
C -0.721 -1.224 0.302 0.01
C -1.369 5.230 0.177 0.00
C -0.533 -4.121 2.751 0.00
C 4.177 -1.865 -3.298 0.03
C 0.014 5.979 3.630 0.00
C -0.508 -2.480 0.789 0.00
C -1.349 -0.443 2.389 0.01
H 1.388 -3.645 3.701 0.00
H -1.700 0.390 2.996 0.00
H 0.913 -2.323 -2.697 0.00
H 2.820 -0.238 -6.110 0.00
H 4.817 -2.474 -3.940 0.01
H 1.966 2.482 -2.024 0.00
H -3.277 3.077 2.058 0.00
H 1.021 -4.808 1.373 0.00
H -0.091 5.453 4.575 0.00
H -0.348 7.003 3.767 0.00
H 4.741 -1.004 -2.945 0.00
H -0.633 -5.293 0.906 0.00
H 2.077 -3.441 -4.021 0.00
H -0.209 -3.263 0.107 0.00
H -5.127 3.300 0.679 0.00
H -1.832 -5.585 3.645 0.00
H 4.203 -1.326 -6.070 0.00
H -1.261 5.604 -0.835 0.00
H -1.343 -1.799 4.005 0.00
H -2.629 -4.666 2.367 0.00
H 1.071 6.058 3.371 0.00
H 0.523 -5.015 4.394 0.00
H 3.003 -3.246 -5.489 0.00
H -1.814 3.961 3.822 0.00
H 0.062 6.588 0.989 0.00
H 3.332 1.188 -3.617 0.00
H 3.826 -2.471 -2.464 0.00
H 1.410 -2.510 -5.385 0.00
H -0.010 -3.386 4.765 0.00
H 0.180 -6.076 2.244 0.00
H -2.365 -3.939 3.966 0.00
H 4.259 0.150 -5.138 0.00
H -5.582 3.157 -1.062 0.00
H -5.239 4.764 -0.372 0.00
```

Computed properties:
HOMO level (spin up / spin down) ... -20.6 / -20.7 eV
2S+1 ... 3
Gap between HOMO and LUMO (spin up / spin down) ... 6.71 / 5.18 eV
Charge ... +4

# 3
This record from the OMol25 dataset describes C13H32F12HfO27S6 as an isolated structure in a non-equilibrium geometry. The level of theory is wB97M-V/def2-TZVPD.

The geometry in XYZ format:
```
91
Properties=species:S:1:pos:R:3:lowdin_charge:R:1
Hf -33.156 5.378 17.218 1.71
S -30.231 3.668 21.409 0.48
S -37.550 19.274 23.287 0.67
S -27.167 14.829 13.225 0.69
S -38.419 7.260 18.578 0.57
S -32.598 9.705 20.790 0.55
S -35.512 9.036 13.633 0.53
F -40.075 9.353 19.172 0.18
F -34.547 11.243 14.920 0.09
F -35.559 11.656 13.084 0.15
F -32.109 12.364 20.842 0.12
F -27.729 3.928 20.324 0.11
F -27.800 3.487 22.533 0.14
F -28.305 5.444 21.791 0.13
F -31.745 11.409 18.919 0.10
F -33.894 11.817 19.726 0.11
F -36.714 11.219 14.889 0.13
F -38.489 8.907 20.673 0.13
F -38.043 9.947 18.787 0.13
O -36.859 8.548 13.394 -0.21
O -36.660 18.064 22.592 -0.27
O -32.926 8.740 19.656 -0.31
O -39.157 7.137 17.314 -0.18
O -33.618 9.386 26.389 -0.05
O -34.801 9.024 12.371 -0.22
O -31.234 18.525 22.426 0.07
O -34.820 8.375 14.757 -0.31
O -26.833 9.737 21.242 -0.05
O -31.235 9.542 21.211 -0.24
O -28.525 14.550 19.639 -0.06
O -38.808 6.297 19.555 -0.17
O -30.961 20.716 21.901 0.15
O -38.393 18.756 24.363 -0.30
O -33.557 9.690 21.893 -0.24
O -27.214 15.882 12.171 -0.33
O -35.399 5.801 22.710 -0.05
O -28.587 14.875 14.042 -0.28
O -30.735 4.145 22.706 -0.25
O -29.214 19.549 22.778 0.06
O -30.755 4.380 20.279 -0.33
O -30.233 2.246 21.187 -0.27
O -27.945 12.947 23.083 -0.05
O -26.858 13.420 12.934 -0.30
O -30.912 8.122 16.335 -0.10
O -38.003 20.128 22.219 -0.30
O -36.947 7.120 18.353 -0.23
C -30.469 17.805 23.327 -0.18
C -30.295 15.961 15.376 -0.07
C -36.049 18.363 21.319 -0.29
C -35.625 10.891 14.152 -0.60
C -30.476 19.678 22.272 -0.50
C -26.073 15.489 14.592 -0.10
C -35.627 17.057 20.743 -0.08
C -29.005 18.300 23.344 -0.13
C -29.098 16.180 14.459 -0.27
C -38.824 9.004 19.359 -0.59
C -36.164 20.138 24.169 -0.10
C -32.604 11.451 19.981 -0.57
C -28.357 4.147 21.511 -0.62
H -33.534 9.292 25.440 0.02
H -25.063 15.221 14.283 0.06
H -34.855 6.578 22.835 0.02
H -36.000 19.703 25.155 0.06
H -30.075 8.409 16.701 0.05
H -30.889 15.236 14.820 0.08
H -35.258 20.070 23.566 0.05
H -30.068 15.541 16.355 0.08
H -27.776 9.739 21.404 0.02
H -26.470 9.196 21.944 0.03
H -35.206 19.050 21.389 0.12
H -27.157 13.448 23.291 0.03
H -34.943 16.580 21.445 0.08
H -29.461 16.778 13.623 0.12
H -28.373 17.676 22.713 0.13
H -31.037 8.675 15.563 0.04
H -35.871 5.704 23.537 0.03
H -27.698 12.035 23.236 0.02
H -30.854 16.888 15.505 0.09
H -28.637 13.802 19.053 0.03
H -28.656 14.190 20.516 0.01
H -30.387 16.762 23.024 0.13
H -35.140 17.154 19.772 0.08
H -32.918 9.992 26.633 0.03
H -36.442 21.173 24.363 0.06
H -36.475 16.404 20.539 0.08
H -28.464 16.740 15.146 0.11
H -36.784 18.856 20.683 0.11
H -28.549 18.314 24.334 0.13
H -26.342 14.921 15.482 0.07
H -30.882 17.774 24.336 0.13
H -26.233 16.561 14.706 0.06
```

Computed properties:
HOMO level ... -10.1 eV
Gap between HOMO and LUMO ... 1.89 eV